Record 1
Below is a cluster of 2 separate species, C6H13O2 in total at a distorted geometry, with properties calculated with the ωB97M-V functional and the def2-TZVPD basis.

Properties
**Largest force on an atom**: 0.021 hartree/bohr
**HOMO energy**: -2.146 eV
**Total charge**: -1
**HOMO-LUMO gap**: 5.22 eV
**Relative energy (zero: lowest compared OMol25 entry of this formula, charge and spin)**: 74.9 kcal per mole

The geometry in XYZ format:
```
21
C6H13O2 (the ωB97M-V functional and the def2-TZVPD basis)
C 0.3112 -3.6519 0.3067
O -0.6169 -3.7052 -0.6611
C 0.4789 -2.1972 0.8805
C 0.8632 -1.2539 -0.2767
H 1.3310 -3.9627 -0.0754
H 0.0814 -4.3003 1.1870
H 1.1802 -2.1548 1.7245
H -0.5267 -1.9520 1.2330
H 0.4345 -0.2537 -0.1716
H 0.3962 -1.7508 -1.1364
H 1.9456 -1.1820 -0.4057
C -2.0403 2.5610 -0.6134
C -0.8309 2.4897 -0.0586
O -0.7723 1.8739 1.1689
C 0.4196 3.0777 -0.6012
H -2.1711 3.0608 -1.5605
H -2.8533 2.0893 -0.0821
H 0.1140 1.5536 1.3184
H 0.2190 3.5270 -1.5687
H 0.8304 3.8073 0.1019
H 1.2065 2.3244 -0.7096
```

---

Record 2
Below is a cluster of 2 separate species, C6H13O2 in total at a distorted geometry, with properties calculated with the ωB97M-V functional and the def2-TZVPD basis.

Properties
**Largest force on an atom**: 0.132 hartree/bohr
**HOMO energy**: -3.797 eV
**Total charge**: -1
**HOMO-LUMO gap**: 7.66 eV
**Relative energy (zero: lowest compared OMol25 entry of this formula, charge and spin)**: 57.9 kcal per mole

The geometry in XYZ format:
```
21
C6H13O2 (the ωB97M-V functional and the def2-TZVPD basis)
C 1.4329 -0.4349 1.5412
C 0.1111 0.2241 1.7597
C 1.2386 -1.9384 1.2211
H 1.8678 0.0215 0.7099
H 2.0765 -0.1190 2.1770
H -0.0293 1.2220 1.2027
H 1.6735 -2.6914 1.9350
H -0.1686 0.2410 2.8718
H -0.6528 -0.1405 1.0183
H 0.1557 -2.2424 0.9531
H 1.8128 -2.1414 0.2620
C -0.4380 0.5130 -1.5158
C -0.8455 1.9600 -1.9909
C -1.6503 -0.4104 -0.9923
O -1.4440 -1.6090 -1.4409
O -2.5327 -0.0270 -0.2611
H 0.0984 -0.0675 -2.2721
H 0.1539 0.6379 -0.5650
H -0.8386 2.0682 -3.0694
H -0.1776 2.8404 -1.7428
H -1.8438 2.0939 -1.8015
```

---

Record 3
Below is a cluster of 2 separate species, C6H13O2 in total at a distorted geometry, with properties calculated with the ωB97M-V functional and the def2-TZVPD basis.

Properties
**Multiplicity**: 2
**Largest force on an atom**: 0.088 hartree/bohr
**Expectation value of S²**: 0.751
**HOMO energy (alpha / beta)**: 3.744 / -0.297 eV
**Total charge**: -2
**HOMO-LUMO gap (alpha / beta)**: 2.53 / 6.53 eV
**Relative energy (zero: lowest compared OMol25 entry of this formula, charge and spin)**: 93.8 kcal per mole

The geometry in XYZ format:
```
21
C6H13O2 (the ωB97M-V functional and the def2-TZVPD basis)
C -1.0672 1.0673 -2.1210
O -1.2938 0.1869 -3.0689
C 0.4575 0.9349 -1.0248
C 0.1881 0.0855 0.2649
C 1.2743 -0.1397 1.2469
C 2.4652 -0.6370 0.9173
C 0.9667 0.0814 2.8014
H -1.8346 1.4080 -1.4091
H -0.8624 2.0721 -2.5227
H 0.6725 2.0315 -0.6075
H 1.1753 0.4857 -1.6289
H -0.0645 -0.9736 0.1069
H -0.7328 0.4765 0.7622
H 3.2850 -0.8791 1.4895
H 2.8900 -0.8238 -0.0919
H 0.3372 -0.6520 3.2191
H 0.5522 1.1007 2.9310
H 1.8855 -0.0210 3.3831
H -3.4866 -1.7791 -2.2591
H -2.9958 -2.0957 -0.9904
O -3.8117 -1.9294 -1.3979
```

---

Record 4
Below is a cluster of 2 separate species, C6H13P in total at a distorted geometry, with properties calculated with the ωB97M-V functional and the def2-TZVPD basis.

Properties
**Largest force on an atom**: 0.074 hartree/bohr
**HOMO energy**: -8.419 eV
**Total charge**: 0
**HOMO-LUMO gap**: 9.10 eV
**Relative energy (zero: lowest compared OMol25 entry of this formula, charge and spin)**: 48.6 kcal per mole

The geometry in XYZ format:
```
20
C6H13P (the ωB97M-V functional and the def2-TZVPD basis)
C -1.0837 -1.9159 -0.1400
P 0.0598 -0.5325 -0.1933
C -0.9159 0.6499 -0.9280
C -2.3797 0.4640 -1.3711
C -0.3731 2.0372 -0.9294
H -0.4916 -2.8509 -0.0482
H -1.5735 -1.8190 0.8384
H -1.9154 -1.8370 -0.9177
H -2.5669 -0.3760 -2.0625
H -2.8933 0.1594 -0.4790
H -2.8659 1.3229 -1.7409
H -1.1578 2.7518 -0.3858
H -0.1777 2.5921 -1.8716
H 0.5139 2.1679 -0.4018
C 2.9374 -1.1277 1.6688
C 3.0146 0.1568 2.0201
H 1.9294 -1.4856 1.4549
H 3.7769 -1.7645 1.4375
H 4.0102 0.6483 2.0663
H 2.1524 0.7589 1.9833
```

---

Record 5
Below is an isolated molecule of C6H14 at a distorted geometry, with properties calculated with the ωB97M-V functional and the def2-TZVPD basis.

Properties
**Largest force on an atom**: 0.094 hartree/bohr
**HOMO energy**: -10.388 eV
**Total charge**: 0
**HOMO-LUMO gap**: 11.53 eV
**Relative energy (zero: lowest compared OMol25 entry of this formula, charge and spin)**: 51.5 kcal per mole

The geometry in XYZ format:
```
20
C6H14 (the ωB97M-V functional and the def2-TZVPD basis)
C 0.1480 2.3301 -0.7737
C 0.4317 1.0191 -1.3989
C 0.8942 -0.1835 -0.4774
C -0.1220 -0.5370 0.6993
C 0.5157 -1.5768 1.7336
C -1.5724 -0.9271 0.1360
H -0.5182 2.7845 -1.5197
H 1.1844 2.9337 -0.7369
H -0.2742 2.3175 0.3738
H -0.5407 0.5803 -1.8774
H 1.2149 0.8989 -2.1514
H 0.8450 -1.0872 -1.0799
H 2.0020 -0.1323 -0.3120
H -0.2887 0.3845 1.3137
H 1.5280 -1.2617 2.2693
H -0.2035 -1.5900 2.6551
H 0.5947 -2.6277 1.2422
H -2.1592 -0.2127 -0.3338
H -2.2275 -1.3989 0.9815
H -1.4524 -1.7136 -0.7436
```

---

Record 6
Below is a structure of composition C6H14AgCl2N2O2 at a distorted geometry, with properties calculated with the ωB97M-V functional and the def2-TZVPD basis.

Properties
**Largest force on an atom**: 0.067 hartree/bohr
**HOMO energy**: -4.813 eV
**Total charge**: -1
**HOMO-LUMO gap**: 3.96 eV
**Relative energy (zero: lowest compared OMol25 entry of this formula, charge and spin)**: 109.8 kcal per mole

The geometry in XYZ format:
```
27
C6H14AgCl2N2O2 (the ωB97M-V functional and the def2-TZVPD basis)
Ag 1.3396 -0.4080 3.3817
Cl -0.1972 -4.8373 3.1182
Cl 5.9265 0.2594 2.9780
C -2.8921 2.8564 3.1129
C -3.1311 1.7764 2.1179
O -2.0886 1.3630 1.5383
N -4.3487 1.3337 1.8809
C -4.5652 0.2315 0.9570
H -2.9548 3.8400 2.6474
H -1.8274 2.7393 3.3150
H -3.4670 2.8427 4.0388
H -5.1431 1.5739 2.4565
H -3.8055 -0.5335 1.1177
H -4.4256 0.5637 -0.0717
H -5.5553 -0.2236 0.9822
C 2.8042 -2.4502 -2.0806
C 2.7543 -1.8502 -3.4889
O 2.5106 -2.6137 -4.4648
N 3.0414 -0.5532 -3.6946
C 3.5003 0.3121 -2.7315
H 2.0399 -3.2263 -2.0396
H 2.5403 -1.7432 -1.2941
H 3.8025 -2.7704 -1.7825
H 3.2219 -0.2849 -4.6515
H 2.7387 0.6778 -2.0428
H 3.8642 1.2558 -3.1377
H 4.3173 -0.1312 -2.1623
```

---

Record 7
Below is a structure of composition C6H14AlMgO4 at a distorted geometry, with properties calculated with the ωB97M-V functional and the def2-TZVPD basis.

Properties
**Multiplicity**: 2
**Largest force on an atom**: 0.125 hartree/bohr
**Expectation value of S²**: 1.391
**HOMO energy (alpha / beta)**: -23.819 / -23.820 eV
**Total charge**: +4
**HOMO-LUMO gap (alpha / beta)**: 4.47 / 4.70 eV
**Relative energy (zero: lowest compared OMol25 entry of this formula, charge and spin)**: 5.4 kcal per mole

The geometry in XYZ format:
```
26
C6H14AlMgO4 (the ωB97M-V functional and the def2-TZVPD basis)
O -2.7555 -2.3960 -0.8891
Al -4.1319 -2.8908 -1.5116
C -1.9152 -2.9801 0.0414
H -1.8110 -2.4180 0.9798
H -0.5690 -2.2812 -0.3259
H -1.9883 -4.0715 0.1082
O 0.1564 -1.2460 -0.7520
C -0.6033 -0.7090 -1.7828
C -0.4778 0.7844 -1.9401
O -0.3276 1.3148 -0.6215
C 0.0445 2.6845 -0.4973
C 0.3024 2.9138 0.9731
O 1.1456 1.8522 1.4464
C 1.6714 2.0793 2.7575
Mg 0.8288 0.0942 0.5205
H -1.8880 -1.3692 -1.4759
H -0.4678 -1.2392 -2.7360
H -1.3608 1.2194 -2.4271
H 0.4091 1.0537 -2.5379
H -0.7645 3.3383 -0.8481
H 0.9494 2.8715 -1.0946
H -0.6325 2.9001 1.5512
H 0.8099 3.8759 1.1198
H 2.2296 1.1857 3.0504
H 2.3414 2.9470 2.7328
H 0.8472 2.2551 3.4608
```

---

Record 8
Below is a cluster of 2 separate species, C6H14B3ClINO7S in total, with properties calculated with the ωB97M-V functional and the def2-TZVPD basis.

Properties
**Largest force on an atom**: 0.017 hartree/bohr
**HOMO energy**: -0.267 eV
**Total charge**: -2
**HOMO-LUMO gap**: 3.78 eV
**Relative energy (zero: lowest compared OMol25 entry of this formula, charge and spin)**: 4.1 kcal per mole

The geometry in XYZ format:
```
34
C6H14B3ClINO7S (the ωB97M-V functional and the def2-TZVPD basis)
N -0.2051 -1.5133 2.5367
B -0.6335 -1.2051 1.2216
O 0.1994 -0.5334 0.3221
B 0.0601 -0.7531 -1.0187
C 1.2813 -0.5269 -1.9743
C 2.6208 -0.5008 -1.2151
C 3.0795 0.8591 -0.7077
Cl 2.9275 2.1799 -1.9456
O -1.1811 -1.1909 -1.5080
B -2.1804 -1.1392 -0.5481
C -3.5920 -0.4831 -0.8210
C -3.5937 0.9779 -0.3030
C -3.4040 2.1174 -1.3160
I -2.3694 1.6739 -3.1256
O -1.8945 -1.6030 0.7145
H -0.6376 -0.9514 3.2584
H 0.8229 -1.3116 2.5762
H 1.2810 -1.3590 -2.6893
H 1.1224 0.3738 -2.5733
H 3.4136 -0.9572 -1.8156
H 2.5483 -1.0939 -0.2955
H 2.5613 1.1402 0.2077
H 4.1355 0.8217 -0.4552
H -3.9345 -0.5574 -1.8537
H -4.3088 -1.0367 -0.2056
H -2.8641 1.0720 0.5025
H -4.5715 1.1580 0.1520
H -2.8184 2.9123 -0.8595
H -4.3651 2.5544 -1.5744
O 4.6902 -0.7761 3.1169
S 3.3122 -0.2265 3.1061
O 3.3271 1.1953 2.6608
O 2.6848 -0.3356 4.4498
O 2.4770 -1.0164 2.1309
```

---

Record 9
Below is a structure of composition C6H14CaO4 at a distorted geometry, with properties calculated with the ωB97M-V functional and the def2-TZVPD basis.

Properties
**Largest force on an atom**: 0.082 hartree/bohr
**HOMO energy**: -6.623 eV
**Total charge**: 0
**HOMO-LUMO gap**: 6.98 eV
**Relative energy (zero: lowest compared OMol25 entry of this formula, charge and spin)**: 12.1 kcal per mole

The geometry in XYZ format:
```
25
C6H14CaO4 (the ωB97M-V functional and the def2-TZVPD basis)
O -1.2148 2.4209 1.2206
Ca -0.2846 0.6333 1.1191
C -1.8770 0.8678 -1.9620
O -1.3208 1.2561 -0.7296
C -2.0063 2.3021 0.0199
C -1.1367 -1.4102 1.4654
O -0.1071 -2.3749 1.1752
C 1.2672 -2.2263 1.2989
C 1.9279 -1.3987 0.2146
O 1.6052 -0.0157 0.3484
C 2.2853 0.8298 -0.5668
H -1.4044 -0.0615 -2.2985
H -2.9522 0.6544 -1.8600
H -1.6486 1.6491 -2.7017
H -3.0993 2.1292 -0.0611
H -1.8350 3.2402 -0.5479
H -1.5173 -1.6667 2.4756
H -1.9405 -1.6418 0.7450
H 1.7179 -3.2295 1.2382
H 1.5341 -1.8490 2.3022
H 3.0218 -1.5097 0.2857
H 1.6107 -1.7476 -0.7820
H 2.1809 1.8627 -0.2166
H 3.3467 0.5488 -0.6112
H 1.8469 0.7374 -1.5713
```

---

Record 10
Below is a structure of composition C6H14Cl2LaO3P at a distorted geometry, with properties calculated with the ωB97M-V functional and the def2-TZVPD basis.

Properties
**Largest force on an atom**: 0.168 hartree/bohr
**HOMO energy**: -17.004 eV
**Total charge**: +2
**HOMO-LUMO gap**: 8.42 eV
**Relative energy (zero: lowest compared OMol25 entry of this formula, charge and spin)**: 0.0 kcal per mole

The geometry in XYZ format:
```
27
C6H14Cl2LaO3P (the ωB97M-V functional and the def2-TZVPD basis)
C -3.1385 0.7802 -0.6494
C -2.6559 0.5016 0.7175
H -2.4617 1.4961 -1.1361
H -4.1480 1.2084 -0.5966
H -3.1815 -0.1504 -1.2418
O -1.5121 0.8820 1.1347
Cl -3.7284 -0.3584 1.6898
La 0.9330 1.4345 1.3970
P 0.9711 -0.8583 -0.3759
C 2.1397 -1.1205 -1.7415
C 1.5349 -2.1497 0.8000
H -1.2854 -1.7925 -0.2630
H -0.2588 -2.6513 -1.4468
H -0.9474 -1.0532 -1.8504
C -0.5249 -1.6642 -1.0427
H 0.7399 -2.3754 1.5267
H 1.7707 -3.0581 0.2262
H 2.1080 -2.1745 -2.0535
H 3.1568 -0.8675 -1.4199
H 2.4223 -1.8065 1.3513
H 1.8694 -0.4794 -2.5905
C 2.1136 1.8865 -0.6470
O 2.6974 2.1547 -1.6149
Cl 2.6089 0.6225 3.1525
O -0.2024 3.5538 2.1098
H 0.0830 4.2422 2.7421
H -1.1036 3.7975 1.8222
```